[1]
A 2-piece molecular cluster, C7H15N4O2 overall at a distorted geometry. Source: OMol25; level of theory: wB97M-V/def2-TZVPD.

Summary:
- electronic energy (eV) = -17545.69809
- HOMO (eV) = -12.422
- total charge = +1
- M (g/mol) = 187.223
- gap between HOMO and LUMO (eV) = 9.0

Last column: natural (NBO) charge in e.
CARTESIAN COORDINATES (ANGSTROEM)
1 C -3.259 1.218 0.508  0.330
2 C -1.329 -1.264 0.915  0.249
3 C 1.611 0.896 -0.034  -0.243
4 C 0.679 -0.077 -1.983  -0.246
5 C 0.824 -0.056 0.861  -0.237
6 C -0.119 -1.070 -1.147  -0.218
7 C 2.869 0.949 -2.098  -0.411
8 N -1.476 -2.107 3.136  0.133
9 N 1.908 0.233 -1.285  -0.434
10 N -1.300 -1.525 2.098  -0.105
11 N -0.429 -0.458 0.172  -0.465
12 O -2.195 1.549 0.054  -0.546
13 O -2.296 -1.514 4.061  -0.503
14 H -4.055 1.948 0.700  0.152
15 H -3.493 0.169 0.745  0.137
16 H 1.037 1.830 -0.177  0.181
17 H 2.547 1.148 0.468  0.240
18 H 0.928 -0.537 -2.942  0.242
19 H 0.066 0.822 -2.182  0.180
20 H 1.412 -0.956 1.060  0.234
21 H 0.572 0.430 1.806  0.231
22 H -1.053 -1.343 -1.638  0.245
23 H 0.477 -1.970 -0.975  0.234
24 H 3.074 0.366 -2.992  0.215
25 H 2.515 1.944 -2.398  0.179
26 H 3.793 1.059 -1.536  0.215
27 H -0.992 0.433 -0.021  0.496
28 H -2.317 -2.117 4.821  0.510

[2]
A 3-piece molecular cluster, C5H16O2 overall at a distorted geometry. Source: OMol25; level of theory: wB97M-V/def2-TZVPD.

Summary:
- electronic energy (eV) = -9539.03747
- HOMO (eV) = -10.915
- SMILES string = CCCCC.O.O
- M (g/mol) = 108.181
- gap between HOMO and LUMO (eV) = 11.8

Last column: natural (NBO) charge in e.
CARTESIAN COORDINATES (ANGSTROEM)
1 C 2.990 -0.811 0.402  -0.606
2 C 1.661 -0.947 -0.382  -0.404
3 C 0.477 -0.228 0.266  -0.399
4 C -0.701 -1.112 0.572  -0.389
5 C -1.710 -0.469 1.522  -0.605
6 H 3.837 -0.702 -0.280  0.205
7 H 3.236 -1.705 0.939  0.204
8 H 3.050 0.046 1.072  0.201
9 H 1.493 -2.021 -0.411  0.199
10 H 1.846 -0.664 -1.412  0.202
11 H 0.857 0.322 1.137  0.191
12 H 0.157 0.631 -0.319  0.199
13 H -1.169 -1.339 -0.388  0.194
14 H -0.335 -2.035 1.021  0.194
15 H -1.213 0.215 2.174  0.202
16 H -2.487 0.022 0.947  0.203
17 H -2.227 -1.228 2.106  0.210
18 H 0.422 7.373 -0.182  0.471
19 H 1.921 7.081 0.131  0.471
20 O 1.300 7.295 -0.580  -0.942
21 H -2.991 -3.764 -2.027  0.467
22 H -4.394 -4.306 -1.867  0.467
23 O -3.516 -4.359 -1.478  -0.934